The following is a DFT calculation (ωB97M-V/def2-TZVPD) of a cluster of 2 separate species, C28H33N4S in total in a non-equilibrium geometry.

Element x y z (Å)
C: -0.8724 -4.9308 0.2071
C: -0.6694 -3.4931 0.6283
N: 0.6833 -2.9955 0.3649
C: 1.6285 -3.8710 0.4349
N: 1.4852 -5.2005 0.6942
C: 0.1789 -5.8201 0.8281
C: 2.6672 -6.0364 0.7966
C: 3.8190 -5.1868 0.2875
S: 3.3179 -3.4526 0.1941
H: -1.8620 -5.2717 0.5131
H: -0.7982 -4.9939 -0.8825
H: -1.3429 -2.8269 0.0758
H: -0.9154 -3.4096 1.7053
H: -0.0627 -5.9956 1.8884
H: 0.2098 -6.7901 0.3184
H: 2.8629 -6.3476 1.8340
H: 2.5299 -6.9503 0.2016
H: 4.6867 -5.2261 0.9526
H: 4.0948 -5.4960 -0.7283
C: 2.5545 -0.6675 -5.1120
N: 1.9204 -0.0387 -3.9707
C: 2.0909 -0.4532 -2.6904
C: 1.2621 0.3091 -1.8284
C: 1.0344 0.0638 -0.4798
C: 0.4098 0.9712 0.4279
C: 0.4752 2.3943 0.3527
C: -0.2987 3.2173 1.1574
C: -1.1710 2.6397 2.1240
N: -1.9792 3.4230 2.8928
C: -1.8609 4.8648 2.8990
C: -1.5268 5.3937 1.5163
C: -0.2836 4.7013 0.9602
C: -2.7379 2.8708 3.9947
C: -3.2717 1.4901 3.6587
C: -2.1462 0.5663 3.2137
C: -1.2014 1.2205 2.2604
C: -0.3774 0.4390 1.4768
C: 0.5823 1.2809 -2.6949
C: -0.4610 2.1687 -2.5006
C: -0.9815 2.8791 -3.5907
C: -0.5210 2.6390 -4.8918
C: 0.4805 1.6789 -5.1216
C: 1.0215 1.0351 -4.0167
H: 2.2027 -0.1774 -6.0207
H: 3.6470 -0.5806 -5.0475
H: 2.3155 -1.7395 -5.1575
H: 2.7537 -1.2754 -2.4440
H: 1.2755 -0.9353 -0.0967
H: 1.1113 2.8734 -0.3925
H: -2.8172 5.2742 3.2519
H: -1.0761 5.1884 3.6084
H: -2.3782 5.2176 0.8474
H: -1.3629 6.4732 1.5819
H: 0.6078 5.1260 1.4475
H: -0.1995 4.9403 -0.1075
H: -2.1115 2.8031 4.9039
H: -3.5646 3.5609 4.2083
H: -3.7706 1.0741 4.5370
H: -4.0042 1.5756 2.8477
H: -1.5906 0.2102 4.0936
H: -2.5829 -0.3195 2.7374
H: -0.3739 -0.6435 1.6085
H: -0.8744 2.3000 -1.5074
H: -1.7544 3.6259 -3.4125
H: -0.9474 3.2027 -5.7215
H: 0.8406 1.4331 -6.1168

Cartesian forces (eV/Å) of the 6 atoms listed first:
-0.2 0.0 -0.4
0.0 0.4 0.2
0.8 -0.5 0.2
-1.1 0.2 0.1
0.0 -0.5 0.0
0.0 0.0 0.3

Kohn-Sham gap   6.2 eV
Total charge   +1
Energy relative to the best compared isomer or geometry (same formula, charge and spin)   0.000 eV
LUMO level   -3.8 eV

***

The following is a DFT calculation (ωB97M-V/def2-TZVPD) of a structure of composition C28H34Cl2N2O3RuS2Sb in a non-equilibrium geometry.

Element x y z (Å)
Ru: 1.2526 0.1346 0.1800
C: 0.8170 1.0148 3.5076
N: 1.6558 0.2273 2.5999
C: 1.6115 -1.1983 2.9792
C: 3.0262 0.7420 2.6723
C: 3.8765 0.0732 1.6645
C: 5.2438 -0.0980 1.8467
C: 6.0015 -0.7248 0.8664
C: 5.3831 -1.2074 -0.2801
C: 4.0108 -1.0510 -0.4482
C: 3.2676 -0.3927 0.5173
H: 1.1631 0.9048 4.5415
H: -0.2199 0.6879 3.4517
H: 0.8714 2.0673 3.2335
H: 2.0020 -1.3364 3.9941
H: 2.1984 -1.7895 2.2868
H: 0.5843 -1.5551 2.9418
H: 3.4330 0.6094 3.6823
H: 2.9926 1.8135 2.4613
H: 5.7135 0.2603 2.7575
H: 7.0687 -0.8503 1.0037
H: 5.9630 -1.7156 -1.0413
H: 3.5291 -1.4675 -1.3232
Cl: 2.1770 0.6374 -2.4056
C: 1.7427 2.2755 -2.7220
C: 1.7797 2.7475 -4.0184
C: 1.4239 4.0605 -4.2709
C: 1.0338 4.8821 -3.2277
C: 1.0095 4.3916 -1.9325
Cl: 0.5273 5.4567 -0.6516
C: 1.3663 3.0689 -1.6396
S: 1.3630 2.5155 0.0286
H: 2.0950 2.0914 -4.8209
H: 1.4541 4.4454 -5.2818
H: 0.7493 5.9106 -3.4070
O: -0.7816 -5.7916 -1.1715
S: -1.2000 -4.4832 -0.7668
O: -2.2013 -4.3913 0.2659
N: 0.0704 -3.5360 -0.3694
C: 0.1494 -2.4930 -1.1536
O: 1.0737 -1.6121 -1.1025
C: -0.9433 -2.3807 -2.1733
C: -1.2056 -1.3285 -3.0287
C: -2.2938 -1.4437 -3.8895
C: -3.0744 -2.5986 -3.8980
C: -2.8109 -3.6494 -3.0242
C: -1.7472 -3.5028 -2.1563
H: -0.5833 -0.4415 -3.0109
H: -2.5416 -0.6281 -4.5582
H: -3.9094 -2.6729 -4.5849
H: -3.4168 -4.5475 -3.0214
C: -3.9971 -1.5534 -0.0239
C: -3.2181 -0.2485 -0.1958
Sb: -1.4180 -0.0892 0.9992
C: -2.3089 -0.9317 2.7801
C: -3.3691 -0.0443 3.4249
C: -1.7484 2.0126 1.4341
C: -2.1053 2.8232 0.1840
H: -4.7593 -1.6353 -0.8021
H: -4.5086 -1.5815 0.9419
H: -3.3663 -2.4405 -0.0852
H: -3.8399 0.5936 0.1088
H: -2.9343 -0.1015 -1.2362
H: -1.5342 -1.1909 3.5020
H: -2.7420 -1.8692 2.4266
H: -2.9233 0.8015 3.9499
H: -3.9395 -0.6244 4.1546
H: -4.0759 0.3462 2.6869
H: -0.8282 2.3933 1.8713
H: -2.5496 2.0893 2.1702
H: -1.3424 2.7245 -0.5878
H: -2.1803 3.8848 0.4320
H: -3.0626 2.5110 -0.2380

Cartesian forces (eV/Å) of the 6 atoms listed first:
1.8 0.5 0.9
-0.1 0.1 -0.1
-0.4 -0.1 -1.2
-0.1 0.0 0.1
0.2 0.3 0.1
0.4 -0.2 0.0

Kohn-Sham gap (alpha / beta)   6.8 / 7.0 eV
2S+1   2
Energy relative to the best compared isomer or geometry (same formula, charge and spin)   0.000 eV
LUMO level (alpha / beta)   -1.1 / -1.2 eV

***

The following is a DFT calculation (ωB97M-V/def2-TZVPD) of a cluster of 7 separate species, C28H34F7N2O19S in total in a non-equilibrium geometry.

Element x y z (Å)
C: 4.8793 2.8322 -2.6070
C: 3.9854 1.5004 -2.4214
F: 3.0460 1.2793 -3.4719
C: 4.9313 0.2650 -2.1062
C: 5.2213 -0.2320 -0.6352
C: 4.6192 0.4830 0.6566
C: 3.5213 -0.3885 1.4435
C: 2.0786 0.0091 0.8166
C: 0.9231 -0.6974 1.6790
O: 0.6897 -2.0341 1.1725
C: 6.1672 -1.4377 -0.6382
N: 6.7351 -2.1291 -1.7307
N: 6.5055 -1.7308 -2.9753
C: 5.6872 -0.6133 -3.1259
S: 5.4588 -0.0751 -4.9068
H: 4.7324 3.3377 -3.6130
H: 5.9748 2.5144 -2.4355
H: 4.6440 3.5398 -1.7300
H: 3.3593 1.6766 -1.4707
H: 5.5205 0.7145 1.3391
H: 4.1547 1.5058 0.4263
H: 3.5421 -0.1596 2.5716
H: 3.7786 -1.4903 1.3019
H: 2.0123 1.1525 0.7933
H: 2.0497 -0.3355 -0.2764
H: 1.2566 -0.6890 2.7750
H: -0.0246 -0.0657 1.5634
H: 0.4074 -2.0010 0.2356
H: 6.4568 -1.8396 0.3996
H: 7.3630 -2.9398 -1.5683
H: 4.6228 -0.9784 -5.5473
C: -4.3542 -0.9663 2.5725
C: -3.1895 -1.0292 1.6367
O: -2.2221 -0.2158 2.2704
C: -2.4826 -0.3098 3.6035
O: -1.7144 0.0222 4.4640
O: -3.7203 -0.8358 3.8403
F: -3.4950 -0.4807 0.4401
H: -4.9922 -0.0961 2.3947
H: -4.9695 -1.8659 2.5324
H: -2.7843 -2.0343 1.4894
C: -4.1250 1.9503 6.2072
C: -5.4781 2.5530 6.0075
O: -6.2684 1.8974 6.9778
C: -5.4124 1.5853 7.9935
O: -5.7606 1.2694 9.0913
O: -4.1109 1.6852 7.6028
F: -5.9683 2.2546 4.7777
H: -3.9941 1.0132 5.6596
H: -3.3217 2.6328 5.9299
H: -5.5181 3.6338 6.1690
C: -2.6160 -0.4687 -4.3411
C: -3.3563 0.4582 -3.4317
O: -3.4287 -0.2713 -2.2192
C: -2.3250 -1.0693 -2.2086
O: -1.9000 -1.6268 -1.2368
O: -1.7525 -1.1523 -3.4407
F: -4.6132 0.6790 -3.8797
H: -3.2728 -1.1914 -4.8331
H: -2.0460 0.0612 -5.1035
H: -2.8535 1.4134 -3.2554
C: -3.7143 6.4058 8.5958
C: -3.1512 5.0234 8.6925
O: -3.1703 4.5732 7.3507
C: -3.0357 5.6964 6.5896
O: -2.7428 5.6891 5.4310
O: -3.2687 6.8262 7.3125
F: -3.9550 4.2217 9.4278
H: -4.8074 6.4185 8.6228
H: -3.3366 7.0652 9.3781
H: -2.1295 4.9792 9.0802
C: 0.6146 -1.9191 -7.4395
C: 1.2888 -1.0746 -6.4080
O: 0.6859 0.1912 -6.5821
C: -0.5670 -0.0657 -7.0493
O: -1.4562 0.7335 -7.0521
O: -0.6860 -1.3447 -7.4972
F: 2.6166 -0.9560 -6.6551
H: 1.0894 -1.8452 -8.4216
H: 0.5669 -2.9686 -7.1523
H: 1.1372 -1.4154 -5.3794
C: 0.7332 -6.1045 -4.2023
C: 2.0674 -5.7258 -3.6423
O: 2.8362 -5.4535 -4.7981
C: 1.9461 -5.0204 -5.7331
O: 2.2517 -4.4478 -6.7387
O: 0.6636 -5.3113 -5.3809
F: 2.6320 -6.7641 -2.9834
H: 0.6742 -7.1623 -4.4724
H: -0.0864 -5.8702 -3.5219
H: 2.0501 -4.8431 -2.9962

Cartesian forces (eV/Å) of the 6 atoms listed first:
0.5 -0.6 0.9
-0.2 0.6 0.9
1.7 0.1 1.4
2.1 -3.7 2.2
0.7 -0.3 -4.3
1.1 -0.3 0.6

Kohn-Sham gap   6.9 eV
Total charge   +1
LUMO level   -5.2 eV

***

The following is a DFT calculation (ωB97M-V/def2-TZVPD) of a structure of composition C28H34N3O2PRe in a non-equilibrium geometry.

Element x y z (Å)
C: 2.5798 0.9641 -5.0967
C: 2.4811 1.8046 -3.9796
C: 1.7121 1.4262 -2.8609
C: 1.0243 0.1893 -2.8394
C: 1.1066 -0.6302 -3.9986
C: 1.8810 -0.2514 -5.1104
C: 1.6006 2.3415 -1.6600
C: 0.1923 2.8752 -1.3077
N: -0.9807 1.9623 -1.5546
Re: -0.4495 -0.2635 -1.3478
C: 0.2400 -1.8766 -4.0262
P: -1.3719 -1.3511 -3.2530
H: 3.0069 2.7680 -3.9748
H: 1.9289 -0.9003 -5.9938
H: 3.1842 1.2624 -5.9602
H: 0.6506 -2.6695 -3.3717
H: 0.1065 -2.2958 -5.0396
H: 1.9802 1.7965 -0.7829
H: 2.2486 3.2265 -1.7921
H: 0.1821 3.1282 -0.2358
C: -2.3129 -2.9005 -2.9258
C: -2.2726 -0.6258 -4.6993
H: -0.0109 3.8134 -1.8608
C: -1.4970 2.2123 -2.9222
C: -2.0504 2.2838 -0.5765
H: 0.0330 -1.7308 -1.0943
H: -1.8542 3.2586 -3.0131
H: -0.6925 2.0352 -3.6504
H: -2.3326 1.5261 -3.1174
H: -2.4546 3.2814 -0.7998
H: -2.8629 1.5293 -0.6228
H: -1.6151 2.3009 0.4331
H: -2.3813 -1.3804 -5.4983
H: -3.2728 -0.2752 -4.3948
H: -1.6927 0.2270 -5.0872
H: -2.5293 -3.4496 -3.8589
H: -1.7172 -3.5330 -2.2482
H: -3.2592 -2.6485 -2.4185
H: -1.6812 -0.5998 -0.3056
O: 1.9055 -1.9257 0.0007
C: 1.3881 -1.1747 0.8131
N: 1.4232 -1.4416 2.1298
C: 0.6587 -0.4578 2.8458
C: 0.2901 0.4534 1.6824
O: -0.3695 1.4469 1.8441
N: 0.6176 -0.0974 0.4718
C: -0.6828 -1.0301 3.3784
C: -1.6843 -0.1457 3.8579
C: -2.9141 -0.6213 4.3159
C: -3.1712 -1.9893 4.3281
C: -2.1990 -2.8839 3.8773
C: -0.9676 -2.4139 3.3985
C: 1.5625 0.0389 3.9782
C: 1.1842 -0.0689 5.3423
C: 2.0865 0.2286 6.3626
C: 3.3827 0.6316 6.0525
C: 3.7737 0.7552 4.7178
C: 2.8717 0.4671 3.6869
H: 1.8805 -2.2675 2.5467
H: -1.5234 0.9232 3.8739
H: -3.6684 0.0751 4.6627
H: -4.1245 -2.3548 4.6891
H: -2.4034 -3.9461 3.8969
H: -0.2446 -3.1392 3.0560
H: 0.2106 -0.4220 5.6475
H: 1.7844 0.1175 7.3970
H: 4.0866 0.8335 6.8492
H: 4.7873 1.0497 4.4825
H: 3.2117 0.5288 2.6610

Cartesian forces (eV/Å) of the 6 atoms listed first:
-0.3 -0.2 0.2
-0.1 -0.1 0.8
0.3 1.1 -0.5
-1.3 -0.1 -0.9
0.2 -0.2 -1.2
-0.1 -0.5 0.4

Kohn-Sham gap (alpha / beta)   5.7 / 4.1 eV
Total charge   +2
2S+1   4
LUMO level (alpha / beta)   -8.6 / -10.1 eV

***

The following is a DFT calculation (ωB97M-V/def2-TZVPD) of a structure of composition C28H34N3O2PSr in a non-equilibrium geometry.

Element x y z (Å)
C: -2.1245 -3.8675 -4.3180
C: -2.8379 -2.8304 -3.7115
C: -2.3392 -2.2080 -2.5353
C: -1.1596 -2.6776 -1.9826
C: -0.4246 -3.6723 -2.6060
C: -0.8930 -4.2784 -3.7959
C: -3.0736 -1.0051 -1.9830
C: -3.6758 -1.1098 -0.5635
N: -2.8509 -1.8992 0.3732
Sr: -0.4448 -1.0639 0.1433
C: 0.8831 -4.1381 -2.0076
P: 0.7223 -3.8725 -0.1948
H: -3.7641 -2.4505 -4.1419
H: -0.2812 -5.0618 -4.2586
H: -2.5186 -4.3587 -5.2101
H: 1.7460 -3.5570 -2.3710
H: 1.0656 -5.1999 -2.2222
H: -2.4176 -0.1126 -2.0127
H: -3.8969 -0.7735 -2.6696
H: -3.7790 -0.0898 -0.1536
C: 2.4034 -4.2677 0.4057
C: -0.0571 -5.4872 0.1198
H: -4.6817 -1.5590 -0.6210
C: -3.2003 -3.3297 0.4109
C: -2.7967 -1.3261 1.7296
H: 2.7324 -0.4332 -0.4201
H: -4.2158 -3.4700 0.8298
H: -3.1484 -3.7479 -0.6026
H: -2.4730 -3.8579 1.0457
H: -3.7194 -1.5099 2.3122
H: -1.9619 -1.7932 2.2954
H: -2.6254 -0.2282 1.6721
H: 0.6380 -6.2745 -0.1813
H: -0.3020 -5.5898 1.1803
H: -0.9880 -5.6009 -0.4346
H: 2.6936 -5.2917 0.1375
H: 3.1133 -3.5346 -0.0001
H: 2.3843 -4.1365 1.4972
H: 1.5762 -1.5483 1.4724
O: 3.0420 0.4682 -0.6814
C: 2.1286 1.3488 -0.2900
N: 2.4381 2.6025 0.0485
C: 1.2880 3.2197 0.6870
C: 0.2123 2.2006 0.3144
O: -1.0237 2.3458 0.3516
N: 0.8360 1.0547 -0.1601
C: 1.5945 3.2623 2.1769
C: 0.6805 2.7701 3.1050
C: 1.0381 2.7206 4.4609
C: 2.2837 3.1692 4.8973
C: 3.1957 3.6561 3.9541
C: 2.8524 3.7167 2.5996
C: 1.0590 4.5689 0.0593
C: 1.1405 5.7777 0.7556
C: 1.2359 6.9867 0.0481
C: 1.1951 7.0095 -1.3486
C: 1.0248 5.7986 -2.0278
C: 0.9440 4.5887 -1.3317
H: 3.4077 2.9156 0.1737
H: -0.3100 2.4392 2.7774
H: 0.3206 2.3137 5.1739
H: 2.5635 3.1015 5.9492
H: 4.1860 3.9883 4.2611
H: 3.5784 4.1205 1.8859
H: 1.1830 5.7874 1.8503
H: 1.3983 7.9196 0.5887
H: 1.3493 7.9403 -1.9037
H: 1.0108 5.7735 -3.1209
H: 0.8396 3.6478 -1.8817

Cartesian forces (eV/Å) of the 6 atoms listed first:
0.2 -0.1 -0.1
0.2 0.4 0.7
-0.5 -1.0 -1.7
1.0 1.6 1.3
-0.6 -0.7 -1.5
-0.1 0.3 0.7

Kohn-Sham gap   6.6 eV
Energy relative to the best compared isomer or geometry (same formula, charge and spin)   0.000 eV
LUMO level   0.4 eV

***

The following is a DFT calculation (ωB97M-V/def2-TZVPD) of a structure of composition C28H35AsBrIN2O2PdS2Sb in a non-equilibrium geometry.

Element x y z (Å)
Pd: 1.1999 0.2503 1.0892
S: 0.8745 0.4622 -1.5692
Sb: -0.8220 -1.0972 -2.4169
C: -1.5143 0.0693 -3.9789
C: -2.8164 0.5693 -4.0065
C: -3.1960 1.3551 -5.0840
C: -2.2899 1.6356 -6.0993
C: -1.0028 1.1133 -6.0682
C: -0.6009 0.3228 -5.0038
C: -1.9972 -1.2912 -0.7020
C: -1.3646 -1.9108 0.3760
C: -1.9933 -1.9404 1.6091
C: -3.2340 -1.3335 1.7725
C: -3.8715 -0.7429 0.6923
C: -3.2598 -0.7248 -0.5566
C: 0.1073 -2.8851 -2.8803
C: 1.4593 -2.8941 -3.2229
C: 2.0409 -4.1001 -3.5886
C: 1.2776 -5.2611 -3.6146
C: -0.0705 -5.2339 -3.2786
C: -0.6717 -4.0408 -2.9044
H: -3.5365 0.3408 -3.2369
H: -4.2062 1.7392 -5.1340
H: -2.5937 2.2608 -6.9285
H: -0.3133 1.3135 -6.8774
H: 0.4000 -0.0930 -4.9909
H: -0.4532 -2.4766 0.2246
H: -1.5475 -2.4896 2.4282
H: -3.7225 -1.3569 2.7378
H: -4.8601 -0.3182 0.8074
H: -3.7933 -0.2994 -1.3926
H: 2.0541 -1.9883 -3.2113
H: 3.0881 -4.1297 -3.8600
H: 1.7348 -6.1960 -3.9105
H: -0.6588 -6.1411 -3.3116
H: -1.7262 -4.0230 -2.6532
O: 1.3376 2.1918 0.6522
S: 0.4039 3.2610 1.3369
C: 0.7049 4.7331 0.3127
C: -0.4925 4.8876 -0.6253
C: -1.6999 4.3432 0.1386
C: -1.2557 2.9837 0.6713
H: 1.6646 4.5727 -0.1769
H: 0.7897 5.5649 1.0126
H: -0.3318 4.3261 -1.5468
H: -0.6287 5.9341 -0.8926
H: -2.5839 4.2503 -0.4902
H: -1.9545 5.0092 0.9662
H: -1.1220 2.2566 -0.1317
H: -1.8829 2.5601 1.4541
I: 1.8783 -4.3547 5.0559
C: 1.8036 -3.3094 3.2928
C: 2.0508 -3.7663 2.0180
N: 1.8676 -2.7270 1.1812
N: 1.5290 -1.6091 1.8513
C: 1.4797 -1.9603 3.1319
H: 2.3310 -4.7437 1.6587
H: 2.0302 -2.7017 0.1877
H: 1.1820 -1.2531 3.8777
C: 1.2902 0.5275 5.8144
As: 1.8284 1.3612 4.1840
C: 1.7569 3.2324 4.5450
C: 3.6350 0.9310 3.7554
O: 0.7420 0.8953 2.9357
H: 1.8358 1.0097 6.6256
H: 1.5029 -0.5384 5.8282
H: 0.2222 0.6941 5.9487
H: 2.2593 3.3809 5.5018
H: 0.7232 3.5596 4.6287
H: 2.2770 3.8004 3.7779
H: 4.2738 1.3125 4.5526
H: 3.8983 1.4170 2.8170
H: 3.7657 -0.1454 3.6700
Br: 2.7676 -0.3514 -0.7767

Cartesian forces (eV/Å) of the 6 atoms listed first:
0.7 0.5 2.3
-0.6 0.4 -1.1
0.0 -0.3 0.4
0.0 0.0 0.0
0.1 0.0 -0.2
0.0 0.0 0.0

Kohn-Sham gap   6.4 eV
Total charge   +3
Energy relative to the best compared isomer or geometry (same formula, charge and spin)   1.182 eV
LUMO level   -9.5 eV